Record 1
Density functional theory data (ωB97M-V/def2-TZVPD) for a molecular structure, C25H40Cl4N3O3SiV in a non-equilibrium geometry.

Structure (XYZ):
```
77
Properties=species:S:1:pos:R:3:lowdin_spin:R:1
C 2.20359 -1.33290 -4.51715 0.00
C 1.21261 -0.61286 -3.67242 0.00
H 2.45771 -0.70929 -5.39335 0.00
H 1.82901 -2.31001 -4.87594 0.00
H 3.13359 -1.48305 -3.96293 0.00
C 0.19693 0.07592 -4.21769 0.00
C -0.02232 0.18884 -5.68250 0.00
H -0.43659 0.71521 -3.61885 0.00
H -0.61003 -0.64968 -6.07314 0.00
H 0.91799 0.20540 -6.25641 0.00
H -0.59221 1.11333 -5.87219 0.00
V 0.95586 -2.19085 3.51194 1.89
Cl 2.69191 -2.97913 4.57977 0.01
Cl -0.41784 -3.82029 3.61688 0.03
C 0.40492 2.26973 2.26532 0.00
O -0.56417 1.52904 2.07869 0.00
N 0.31342 3.60890 2.37016 0.00
C -1.01235 4.16282 2.22370 0.00
C 1.47490 4.49378 2.44543 0.00
H 1.44685 1.91710 2.36508 0.00
H -1.72294 3.41824 2.59752 0.00
H -1.24346 4.35995 1.16709 0.00
H -1.08908 5.08978 2.79355 0.00
H 2.34892 3.92429 2.79649 0.00
H 1.26746 5.30834 3.15523 0.00
H 1.72166 4.93562 1.46442 0.00
H -2.23586 -1.56297 -2.77870 0.00
H -2.81234 1.03735 -3.00794 0.00
C -3.05117 -1.48787 -2.04029 0.00
C -3.39559 0.94370 -2.07786 0.00
N -2.93478 -0.22402 -1.33530 0.00
H -2.98881 -2.31842 -1.34130 0.00
C -2.73881 -0.16566 0.02357 0.00
O -2.58447 -1.15128 0.75586 0.00
H -3.24823 1.84631 -1.46775 0.00
H -2.69092 0.87318 0.40840 0.00
H -3.99861 -1.51028 -2.59277 0.00
H -4.46185 0.83592 -2.34587 0.00
O 0.90440 -1.63261 -1.46581 0.00
C 1.49504 -0.54589 -2.19026 0.00
C -0.10134 1.23698 -1.29854 0.00
C 1.19844 0.82727 -1.56589 0.00
H -0.86050 0.47245 -1.26504 0.00
C -0.36900 2.60398 -1.18106 0.00
H 2.58762 -0.62423 -2.06810 0.00
C 2.25517 1.73339 -1.47238 0.00
H -1.39615 2.93347 -1.08332 0.00
C 0.67342 3.52553 -1.21095 0.00
C 1.99209 3.08810 -1.30220 0.00
H 3.26366 1.35304 -1.58878 0.00
H 0.43787 4.58850 -1.16867 0.00
H 2.80700 3.79464 -1.23331 0.00
Si 0.93138 -3.23961 -1.52664 0.00
Cl 1.54609 -0.41803 2.56491 0.03
C -0.78566 -3.68988 -0.85863 0.00
C 1.95095 -3.65621 0.04297 0.00
C 1.72500 -4.14510 -2.94144 0.00
H -1.12890 -2.80946 -0.28177 0.00
H -0.64998 -4.53960 -0.16571 0.00
H -1.51113 -3.92337 -1.65536 0.00
H 1.12775 -4.24345 -3.86066 0.00
H 1.80695 -5.14613 -2.47602 0.00
H 2.76042 -3.82571 -3.17853 0.00
H 2.68909 -2.86938 0.25167 0.00
H 2.48177 -4.62461 -0.06230 0.00
H 1.26769 -3.71373 0.90615 0.00
Cl 0.90075 0.56188 8.27784 0.00
C -0.03955 0.14448 6.92956 0.00
C -1.41518 0.35294 6.90105 0.01
C -2.09929 0.05985 5.72585 0.00
C -1.40831 -0.57282 4.68421 0.01
N -0.13749 -0.99788 4.83513 0.00
C 0.59369 -0.41702 5.80708 0.01
H -1.90665 0.74796 7.78515 0.00
H -3.13898 0.35568 5.54549 0.00
H -1.83249 -0.68394 3.68682 0.00
H 1.65950 -0.40561 5.66875 0.00
```

HOMO-LUMO gap (spin up / spin down) (eV): 8.28 / 8.57
LUMO energy (spin up / spin down) (hartree): -0.007 / -0.011
HOMO energy (spin up / spin down) (hartree): -0.311 / -0.326
Multiplicity: 3



Record 2
Density functional theory data (ωB97M-V/def2-TZVPD) for 5 unconnected molecules or ions with the total composition C25H41BO12.

Structure (XYZ):
```
79
Properties=species:S:1:pos:R:3:lowdin_charge:R:1
C 4.79774 1.35486 1.95210 -0.09
C 5.18860 1.59654 0.49216 -0.24
C 4.06510 1.43452 -0.53485 -0.18
C 3.06321 2.59951 -0.61918 -0.11
C 1.71045 2.42041 0.06095 -0.28
B 0.75420 1.29527 -0.60459 -0.38
O 1.23105 0.57047 -1.67970 0.15
C -0.67967 1.00190 -0.05273 -0.12
C -0.51285 -0.03159 1.09669 -0.08
C 1.01722 3.78341 0.26848 -0.06
O 1.36503 4.14862 1.60868 0.07
C 1.85675 3.07547 2.26287 -0.58
O 2.18297 3.08149 3.39970 0.17
O 1.89698 1.99843 1.44845 0.08
H 5.64432 0.94851 2.50862 0.07
H 3.97911 0.63391 2.02848 0.07
H 4.47356 2.26392 2.46320 0.06
H 5.97972 0.89254 0.21778 0.10
H 5.62523 2.59305 0.38089 0.10
H 3.54354 0.48810 -0.34519 0.11
H 4.53435 1.33839 -1.51767 0.11
H 3.54834 3.50870 -0.24288 0.11
H 2.81437 2.78043 -1.67150 0.13
H 1.86754 -0.12301 -1.48878 0.11
H -1.29798 0.57067 -0.84462 0.11
H -1.20181 1.88094 0.33554 0.09
H -0.32324 0.47515 2.04346 0.08
H 0.34176 -0.69553 0.92658 0.08
H -1.39179 -0.67253 1.17902 0.06
H 1.39034 4.54966 -0.41237 0.14
H -0.07087 3.75046 0.19798 0.12
O 7.70304 5.67943 0.18205 0.13
C 6.63074 6.07405 0.52999 -0.49
C 6.00986 7.44285 0.31712 -0.08
C 4.85032 7.45778 1.30857 -0.15
C 4.50953 5.97390 1.40644 -0.16
O 5.75324 5.28543 1.20148 0.01
H 5.66900 7.49420 -0.71940 0.13
H 6.75602 8.21708 0.47270 0.12
H 4.00154 8.06281 0.99778 0.12
H 5.19239 7.82146 2.27808 0.12
H 3.81463 5.66246 0.62317 0.11
H 4.10807 5.67081 2.37050 0.13
O -0.62758 -3.91126 1.18798 0.12
C -1.36491 -3.65625 2.09480 -0.50
C -1.16921 -3.90390 3.57708 -0.07
C -2.58216 -3.76767 4.13873 -0.14
C -3.21724 -2.79486 3.14996 -0.14
O -2.56519 -3.05687 1.89321 -0.01
H -0.49315 -3.13436 3.95631 0.13
H -0.71122 -4.87670 3.73354 0.13
H -2.62429 -3.40772 5.16408 0.12
H -3.09560 -4.72869 4.09081 0.12
H -3.03123 -1.75204 3.41690 0.12
H -4.28448 -2.94384 3.00721 0.13
O -4.85867 -7.01116 1.12291 0.11
C -4.45479 -6.33164 0.22317 -0.49
C -3.02370 -6.08093 -0.20942 -0.07
C -3.14048 -4.82736 -1.06698 -0.15
C -4.55394 -4.95839 -1.61571 -0.15
O -5.29680 -5.64375 -0.58815 0.02
H -2.68442 -6.95066 -0.77681 0.13
H -2.38295 -5.96714 0.66044 0.11
H -2.39229 -4.73564 -1.84851 0.11
H -3.07020 -3.94798 -0.42800 0.10
H -4.59348 -5.55522 -2.52985 0.13
H -5.04697 -4.00453 -1.79495 0.12
O -2.78408 -2.94251 -3.70523 0.12
C -3.81922 -2.66309 -4.23419 -0.49
C -4.68370 -1.43299 -4.02847 -0.08
C -6.02458 -1.84815 -4.62674 -0.15
C -5.59022 -2.86158 -5.68165 -0.15
O -4.40246 -3.47332 -5.15063 0.02
H -4.22181 -0.60732 -4.57407 0.13
H -4.71513 -1.17327 -2.97351 0.12
H -6.60207 -1.02749 -5.04614 0.11
H -6.63399 -2.34226 -3.86882 0.12
H -5.33352 -2.38487 -6.63011 0.13
H -6.31593 -3.64957 -5.86528 0.12
```

HOMO-LUMO gap (eV): 10.26
LUMO energy (hartree): 0.012
HOMO energy (hartree): -0.365



Record 3
Density functional theory data (ωB97M-V/def2-TZVPD) for a molecular structure, C25H41BrEuN2P2 in a non-equilibrium geometry.

Structure (XYZ):
```
72
Properties=species:S:1:pos:R:3:lowdin_spin:R:1
C 0.95916 -1.13896 -4.26092 0.00
C 0.41586 0.13782 -4.16576 0.00
C -0.84263 0.41209 -4.70877 0.00
C -1.46392 -0.60026 -5.43919 0.00
N -0.92410 -1.83122 -5.58089 0.00
C 0.27491 -2.08799 -5.00988 0.00
C 1.02806 1.05622 -3.29891 0.00
C 1.45349 1.94388 -2.51439 0.00
C 2.20795 2.67474 -1.56219 0.00
C 1.88457 2.62216 -0.17406 -0.01
C 2.78029 3.08932 0.79146 -0.01
C 4.01114 3.51238 0.33207 0.00
C 4.21812 3.76763 -1.03335 0.00
C 3.39154 3.25349 -1.99946 0.00
Eu 3.24196 0.61586 1.20825 7.03
P -1.34708 -1.71144 -0.34653 0.00
H -1.35874 1.33225 -4.50151 0.00
H 1.83235 -1.41413 -3.69974 0.00
H -2.42468 -0.42324 -5.93522 0.00
H 0.68854 -3.08853 -5.17705 0.00
H 3.60237 3.27045 -3.07719 0.00
H 0.82691 2.55239 0.13116 0.00
H 5.04932 4.39497 -1.28505 0.00
H 2.61449 2.83741 1.86376 0.00
C -2.41868 -2.44028 0.97489 0.00
C -3.76896 -3.06871 0.70253 0.00
H -2.56200 -1.59095 1.65401 0.00
H -1.78743 -3.17002 1.49358 0.00
H -4.24034 -3.35302 1.65084 0.00
H -4.46429 -2.39516 0.20288 0.00
H -3.69938 -3.97652 0.10168 0.00
C -2.52663 -1.09258 -1.65680 0.00
C -3.18826 -2.01453 -2.67639 0.00
H -1.92219 -0.35610 -2.21075 0.00
H -3.30519 -0.51905 -1.12795 0.00
H -3.87478 -1.42436 -3.30310 0.00
H -2.46857 -2.46639 -3.36743 0.00
H -3.76901 -2.81731 -2.20995 0.00
C -0.52350 -3.18575 -1.14067 0.00
C -1.15712 -4.57363 -1.17104 0.00
H 0.40789 -3.25933 -0.55453 0.00
H -0.24530 -2.90394 -2.16870 0.00
H -0.44139 -5.29292 -1.59904 0.00
H -1.42296 -4.95370 -0.18002 0.00
H -2.05755 -4.61399 -1.79340 0.00
Br 5.31034 4.01526 1.62300 0.00
P -1.58021 1.91754 0.88303 0.00
C -3.39544 1.59636 0.72739 0.00
C -4.34804 2.37829 1.59714 0.00
H -3.48952 0.52785 0.95703 0.00
H -3.65668 1.70735 -0.32946 0.00
H -5.36413 1.99496 1.47529 0.00
H -4.09209 2.31643 2.65281 0.00
H -4.35812 3.43720 1.34521 0.00
C -1.33209 2.63062 2.57649 0.00
C -1.56319 4.10822 2.85377 0.00
H -0.27742 2.39362 2.78994 0.00
H -1.93798 2.02783 3.26663 0.00
H -1.28978 4.33505 3.89458 0.00
H -0.96954 4.76151 2.20763 0.00
H -2.61271 4.38842 2.71890 0.00
C -1.28739 3.38497 -0.25323 0.00
C -2.39003 4.37639 -0.55314 0.00
H -0.95178 2.90748 -1.19062 0.00
H -0.47739 4.01471 0.14949 0.00
H -1.99998 5.09185 -1.29375 0.00
H -3.28904 3.89253 -0.93865 0.00
H -2.64336 4.94124 0.35225 0.00
N 1.66495 -0.96173 3.04574 -0.01
H 0.65993 -1.17923 3.21239 0.00
H 1.92110 -0.25596 3.74426 0.00
H 2.17043 -1.80274 3.31267 0.00
```

HOMO-LUMO gap (spin up / spin down) (eV): 4.33 / 4.51
LUMO energy (spin up / spin down) (hartree): -0.289 / -0.283
Total charge: +2
HOMO energy (spin up / spin down) (hartree): -0.449 / -0.449
Multiplicity: 8



Number 1: total energy -4441.0058 hartree. Number 2: total energy -1905.0451 hartree. Number 3: total energy -5053.0765 hartree.